Entry from the OMol25 dataset: a structure of composition C17H45O21P4SV (ωB97M-V/def2-TZVPD).

Values from the calculation:
Total charge = +1
Multiplicity = 4
HOMO (alpha / beta) = -12.11 / -12.11 eV
Energy relative to the best compared isomer or geometry (same formula, charge and spin) = 17.7 kcal per mole
Kohn-Sham gap (alpha / beta) = 8.644 / 8.605 eV
Expectation value of S² = 3.7548

CARTESIAN COORDINATES (ANGSTROEM)
1 H 5.14 -3.23 4.18
2 H -0.49 2.54 -4.85
3 H -1.88 1.72 1.21
4 H -1.54 -3.19 -6.20
5 C -2.19 -1.34 2.78
6 O -5.96 -1.09 3.06
7 P 4.24 -1.72 1.43
8 H 0.20 4.07 5.91
9 H -1.27 2.51 -1.02
10 O 1.52 0.69 0.16
11 H 1.27 2.39 -4.49
12 H 0.43 6.66 2.03
13 O 0.82 -2.47 -3.17
14 H 1.93 0.00 -4.30
15 H 3.28 -4.04 0.14
16 H -0.50 4.69 -1.43
17 C -0.91 4.19 -2.31
18 O 2.61 -3.74 -4.49
19 C 5.28 -2.23 3.77
20 H 2.97 -1.77 -0.94
21 H -2.13 2.40 -2.49
22 H -0.40 -3.33 -1.73
23 O 1.36 -1.65 -5.43
24 H 4.46 -1.58 4.09
25 H -2.92 3.12 1.15
26 H 0.04 2.29 5.53
27 H 1.20 -3.18 -1.28
28 H 0.82 -4.45 -2.48
29 H -1.66 -1.46 3.72
30 H 3.17 -4.63 1.82
31 O 1.62 4.59 -2.96
32 H -1.36 -2.62 -4.48
33 O 0.16 -1.09 -0.18
34 O -1.02 3.57 1.76
35 P -4.66 -0.67 2.34
36 O 0.18 -3.79 -5.22
37 C -0.43 3.27 5.53
38 O 5.35 -2.30 2.34
39 O 0.63 -0.31 1.88
40 C -1.16 2.70 -2.09
41 H 2.28 0.11 -5.97
42 O 2.95 -2.59 1.63
43 O 4.84 -2.00 0.03
44 C 0.17 6.09 2.92
45 H -3.03 -1.05 -0.08
46 H -1.33 3.21 6.13
47 H -6.25 -2.90 2.04
48 O -4.36 0.76 2.44
49 H -1.77 -4.28 -4.83
50 O -4.89 -1.23 0.87
51 H 0.49 6.54 3.85
52 H 4.31 -0.76 -1.54
53 H -1.75 4.73 -2.73
54 H 4.21 -2.53 -1.86
55 C 2.78 -3.93 1.09
56 C 0.60 -3.44 -2.16
57 C -6.49 -2.41 2.99
58 V 2.37 0.89 2.36
59 C 0.28 2.62 -4.08
60 H -0.91 5.98 2.89
61 H -2.01 -0.31 2.45
62 C 2.27 -0.61 -5.15
63 O -0.91 3.62 4.21
64 H -6.11 -2.98 3.83
65 H -0.24 0.83 -2.96
66 H -7.57 -2.36 2.98
67 O -0.12 5.16 -4.66
68 C -1.19 -3.42 -5.20
69 O -3.57 -1.60 3.02
70 O 3.91 -0.30 1.67
71 H -4.23 -2.13 -0.85
72 H -3.42 -2.66 0.59
73 H 0.82 1.93 -2.11
74 C -3.83 -1.78 0.11
75 C -2.12 2.65 1.73
76 C 0.78 -0.22 0.63
77 C -0.05 1.89 -2.79
78 H -1.76 -1.99 2.02
79 H 3.28 -0.97 -4.96
80 H 6.20 -1.79 4.12
81 H 0.54 -0.82 -1.03
82 H 1.71 -4.10 1.00
83 O 0.89 2.31 2.95
84 P -0.01 3.49 2.94
85 O 0.83 4.80 2.83
86 C 4.04 -1.73 -1.15
87 H -2.57 2.40 2.69
88 P 1.36 -2.98 -4.59
89 S 0.35 4.33 -3.59